No. 1
Here is a single C2H4N2OS2 molecule from the Open Molecules 2025 dataset. Energies are from ωB97M-V with the def2-TZVPD basis set.

Structure (XYZ):
```
11
Properties=species:S:1:pos:R:3:forces:R:3
C 0.00162 0.98459 0.00084 -0.2 -1.1 -0.6
C -0.82803 -1.28090 0.22833 -0.2 0.3 0.2
H 1.57101 3.48849 -0.08659 0.1 -0.2 0.1
H -1.05202 1.24904 0.11090 0.4 0.4 -0.1
H 2.25579 -0.79868 0.59235 0.3 0.2 0.5
H -0.36173 -2.22509 0.48938 -0.3 -0.4 -0.3
N 1.03593 1.70741 0.03919 0.2 -1.0 -0.7
N 0.14976 -0.42398 -0.24844 -0.2 0.7 1.1
O 0.73640 3.02931 0.04986 -0.5 1.2 0.4
S 1.68760 -1.10261 -0.56282 -0.3 0.0 -0.5
S -2.41545 -0.96954 0.47437 0.8 -0.1 -0.1
```
Forces are in eV/Å.

Calculated values
**Multiplicity**: 1
**Highest occupied orbital energy**: -9.0 eV
**Max |F|**: 1.39 eV Å⁻¹
**DFT total energy**: -28834.20353 eV
**Energy above the lowest of the compared OMol25 structures with the same formula, charge and spin**: 66.4 kcal/mol
**Gap between HOMO and LUMO**: 8.86 eV
**SMILES string**: O/N=C/N(S)C=S

=====

No. 2
Here is a molecular structure, C2H4N2S from the Open Molecules 2025 dataset. Energies are from ωB97M-V with the def2-TZVPD basis set.

Structure (XYZ):
```
9
Properties=species:S:1:pos:R:3:forces:R:3
C -0.76137 0.06108 0.00975 -1.5 -2.8 -2.6
C 0.47486 0.82407 -0.34533 0.8 -1.2 -0.3
N -0.27432 -1.40388 0.15225 1.7 4.0 -2.1
N 1.57900 0.97063 0.50691 -0.9 -1.5 1.3
S 1.55016 -0.57289 -0.11948 0.0 -0.2 -0.5
H -1.17131 0.50769 0.82905 -1.5 0.7 2.6
H -1.52950 0.00953 -0.85539 1.3 0.5 1.4
H 0.48120 1.30825 -1.24837 0.1 1.2 -2.3
H -0.34870 -1.70447 1.07061 -0.2 -0.7 2.5
```
Forces are in eV/Å.

Calculated values
**Multiplicity**: 1
**Highest occupied orbital energy (spin up / spin down)**: -8.8 / -8.8 eV
**Max |F|**: 4.84 eV Å⁻¹
**DFT total energy**: -15949.83387 eV
**Energy above the lowest of the compared OMol25 structures with the same formula, charge and spin**: 93.4 kcal/mol
**Gap between HOMO and LUMO (spin up / spin down)**: 8.60 / 8.60 eV

=====

No. 3
Here is a molecular structure, C2H4N2S from the Open Molecules 2025 dataset. Energies are from ωB97M-V with the def2-TZVPD basis set.

Structure (XYZ):
```
9
Properties=species:S:1:pos:R:3:forces:R:3
C -1.56105 0.05985 0.34826 -0.9 -0.4 0.3
C 1.30002 -0.57295 -0.37967 -1.1 -0.2 -0.6
N -2.01605 -0.99245 0.14282 0.5 0.3 -0.2
N -1.07408 1.21221 0.74452 2.6 -0.2 -0.1
S 1.15888 1.08015 0.36243 -2.3 -0.7 0.4
H 0.17848 -0.95735 -0.38834 1.6 0.9 -1.1
H 1.63460 -1.43678 0.24397 0.7 1.2 -0.1
H 1.89386 -0.41240 -1.38182 -1.7 -0.9 1.8
H -1.51466 2.01970 0.30784 0.5 -0.1 -0.3
```
Forces are in eV/Å.

Calculated values
**Multiplicity**: 1
**Highest occupied orbital energy**: -9.6 eV
**Max |F|**: 2.63 eV Å⁻¹
**DFT total energy**: -15951.16067 eV
**Energy above the lowest of the compared OMol25 structures with the same formula, charge and spin**: 62.8 kcal/mol
**Gap between HOMO and LUMO**: 7.81 eV

=====

No. 4
Here is a single C2H4N2S molecule from the Open Molecules 2025 dataset. Energies are from ωB97M-V with the def2-TZVPD basis set.

Structure (XYZ):
```
9
Properties=species:S:1:pos:R:3:forces:R:3
C 1.22727 -1.21107 0.12544 4.0 0.7 0.6
C -0.40056 0.87019 0.23313 -6.0 2.6 -0.3
H 0.25745 -1.60744 0.72541 2.3 1.7 -1.8
H 2.15417 -1.93186 0.15960 -2.2 1.0 -0.6
H 1.31339 1.82198 -0.15266 0.5 2.9 0.1
H -0.89230 1.97522 0.49184 1.5 -2.9 -0.6
N 1.74634 0.02457 -0.23967 -2.3 -6.6 1.7
N 0.86332 0.99083 -0.00519 0.0 -1.2 0.1
S -1.62879 -0.33253 -0.10386 2.1 1.7 0.9
```
Forces are in eV/Å.

Calculated values
**Multiplicity**: 1
**Highest occupied orbital energy**: -8.4 eV
**Max |F|**: 7.22 eV Å⁻¹
**DFT total energy**: -15950.54304 eV
**Energy above the lowest of the compared OMol25 structures with the same formula, charge and spin**: 77.0 kcal/mol
**Gap between HOMO and LUMO**: 7.93 eV
**SMILES string**: C=NNC=S

=====

No. 5
Here is 2 unconnected molecules or ions with the total composition C2H4N2S from the Open Molecules 2025 dataset. Energies are from ωB97M-V with the def2-TZVPD basis set.

Structure (XYZ):
```
9
Properties=species:S:1:pos:R:3:forces:R:3
C 1.70154 -0.19898 -0.06420 8.6 -2.3 2.8
C -0.83219 0.21277 -0.72100 -0.4 0.3 1.9
N 2.78469 -0.46984 0.25573 -1.9 0.3 -0.6
N -1.17816 0.04383 0.55314 -1.8 -2.7 -2.0
S -0.55881 0.79424 1.86634 -0.3 0.5 0.4
H 0.83197 0.07073 -0.35587 -4.3 1.2 -1.5
H -0.74019 -0.65895 -1.34005 -1.0 -0.1 -0.6
H -0.12736 1.01806 -0.86392 -0.9 0.6 -0.5
H -1.88149 -0.81187 0.66983 2.0 2.2 0.1
```
Forces are in eV/Å.

Calculated values
**Multiplicity**: 1
**Highest occupied orbital energy (spin up / spin down)**: -8.9 / -8.9 eV
**Max |F|**: 9.37 eV Å⁻¹
**DFT total energy**: -15950.26541 eV
**Energy above the lowest of the compared OMol25 structures with the same formula, charge and spin**: 83.4 kcal/mol
**Gap between HOMO and LUMO (spin up / spin down)**: 7.98 / 7.98 eV
**SMILES string**: C=[NH+][S-].C#N

=====

No. 6
Here is 2 unconnected molecules or ions with the total composition C2H4N2S from the Open Molecules 2025 dataset. Energies are from ωB97M-V with the def2-TZVPD basis set.

Structure (XYZ):
```
9
Properties=species:S:1:pos:R:3:forces:R:3
C -1.66029 0.49984 0.11795 -2.0 -2.9 -0.2
C 2.11034 -1.64003 -0.75199 0.4 1.9 1.4
N -1.21706 1.45440 0.76998 1.0 2.0 0.3
N 2.17689 -0.59265 -0.23596 -0.9 -2.2 -1.5
S 1.78027 0.81339 0.28183 0.2 1.8 1.0
H -1.06181 -0.15353 -0.68137 -0.9 1.8 1.8
H -2.70903 0.05233 0.37996 1.5 0.6 -0.9
H -1.80027 2.00766 1.44342 0.2 -1.4 -0.9
H 2.38095 -2.44142 -1.32382 0.5 -1.7 -1.0
```
Forces are in eV/Å.

Calculated values
**Multiplicity**: 1
**Highest occupied orbital energy**: -8.3 eV
**Max |F|**: 3.59 eV Å⁻¹
**DFT total energy**: -15950.50167 eV
**Energy above the lowest of the compared OMol25 structures with the same formula, charge and spin**: 78.0 kcal/mol
**Gap between HOMO and LUMO**: 8.91 eV
**SMILES string**: C#[N+][S-].C=N

=====

No. 7
Here is a single C2H4N2S2 molecule from the Open Molecules 2025 dataset. Energies are from ωB97M-V with the def2-TZVPD basis set.

Structure (XYZ):
```
10
Properties=species:S:1:pos:R:3:forces:R:3
C 0.37778 -0.31956 -0.14416 0.1 -0.4 0.7
C -0.85400 0.46959 -0.24222 -0.4 0.1 -0.6
H 1.61731 -3.00889 -1.84722 0.8 0.9 0.9
H 1.03683 -0.22072 0.73377 -0.1 0.3 -0.3
H -1.42230 0.22776 -1.15860 0.1 0.2 0.5
H -1.51051 2.80332 2.23351 0.1 -0.1 -0.1
N 0.57540 -1.20122 -1.04465 0.6 0.4 0.1
N -1.33589 1.37847 0.50649 0.1 -0.1 0.1
S 2.08624 -2.01916 -0.97436 -1.3 -1.0 -1.0
S -0.57086 1.89041 1.93744 0.0 -0.2 -0.3
```
Forces are in eV/Å.

Calculated values
**Multiplicity**: 1
**Highest occupied orbital energy**: -8.8 eV
**Max |F|**: 1.93 eV Å⁻¹
**DFT total energy**: -26787.56286 eV
**Energy above the lowest of the compared OMol25 structures with the same formula, charge and spin**: 56.5 kcal/mol
**Gap between HOMO and LUMO**: 8.65 eV
**SMILES string**: S/N=C\C=N\S

=====

No. 8
Here is a single C2H4N2S2 molecule from the Open Molecules 2025 dataset. Energies are from ωB97M-V with the def2-TZVPD basis set.

Structure (XYZ):
```
10
Properties=species:S:1:pos:R:3:forces:R:3
C 1.20865 -0.63222 0.20093 3.8 1.4 -1.4
C -1.24962 -0.48957 -0.17407 4.7 -5.1 1.5
H -1.66407 1.66219 0.20670 0.6 0.0 0.0
H 1.11776 -1.76544 0.82161 0.4 3.7 -2.3
H 2.28179 0.99245 -0.64611 -0.5 -3.4 1.1
H -1.04982 -1.61790 -0.02037 -0.6 1.4 -0.7
N 0.02182 0.06988 -0.11124 -4.2 1.8 0.4
N 2.37007 -0.06040 -0.23169 -3.5 -0.5 1.7
S -0.29982 1.84971 0.03321 1.8 -0.2 0.0
S -2.73676 -0.00869 -0.07897 -2.4 0.9 -0.4
```
Forces are in eV/Å.

Calculated values
**Multiplicity**: 1
**Highest occupied orbital energy**: -9.2 eV
**Max |F|**: 7.10 eV Å⁻¹
**DFT total energy**: -26785.94045 eV
**Energy above the lowest of the compared OMol25 structures with the same formula, charge and spin**: 94.0 kcal/mol
**Gap between HOMO and LUMO**: 8.88 eV
**SMILES string**: [H]/N=C\N(S)C=S

=====

No. 9
Here is a single C2H4N2S2 molecule from the Open Molecules 2025 dataset. Energies are from ωB97M-V with the def2-TZVPD basis set.

Structure (XYZ):
```
10
Properties=species:S:1:pos:R:3:forces:R:3
C 0.66068 -0.48736 1.14487 0.2 0.2 0.1
C 0.12416 1.15906 -2.23835 -0.2 -0.1 0.4
H -1.85311 -1.23163 1.79580 0.0 -0.1 0.1
H 1.67162 -0.14931 0.88963 -0.3 -0.1 0.0
H -0.92994 1.12536 -2.50668 0.0 0.0 -0.2
H 0.83461 1.63726 -2.89001 0.1 0.1 -0.3
N 0.47363 -1.07649 2.24475 -0.3 -0.1 0.0
N 0.58290 0.69160 -1.15853 -0.1 -0.3 0.5
S -1.03108 -1.61983 2.80162 0.2 0.2 -0.4
S -0.53348 -0.04867 -0.08310 0.3 0.1 -0.1
```
Forces are in eV/Å.

Calculated values
**Multiplicity**: 1
**Highest occupied orbital energy**: -8.7 eV
**Max |F|**: 0.56 eV Å⁻¹
**DFT total energy**: -26787.61260 eV
**Energy above the lowest of the compared OMol25 structures with the same formula, charge and spin**: 55.4 kcal/mol
**Gap between HOMO and LUMO**: 9.40 eV
**SMILES string**: C=NS/C=N\S

=====

No. 10
Here is a single C2H4N2S2 molecule from the Open Molecules 2025 dataset. Energies are from ωB97M-V with the def2-TZVPD basis set.

Structure (XYZ):
```
10
Properties=species:S:1:pos:R:3:forces:R:3
C 0.39724 0.26470 0.34659 0.9 -1.5 -1.6
C 0.02662 -1.05714 0.93940 -3.7 1.3 -2.6
H -0.63717 2.33496 -1.61910 -2.3 2.5 -1.3
H 1.28096 2.00963 -1.30624 -5.0 0.1 -0.4
H 1.48348 0.40900 0.54552 -0.6 0.9 -0.1
H -1.57404 -2.89918 0.95029 -0.1 1.7 -0.7
N 0.08293 1.77420 -1.38826 8.1 -2.9 1.7
N -0.27807 0.73033 -0.66478 -0.7 0.0 2.2
S -1.69645 -1.61897 0.34369 1.8 -0.9 1.2
S 0.91449 -1.94754 1.85290 1.6 -1.2 1.5
```
Forces are in eV/Å.

Calculated values
**Multiplicity**: 1
**Highest occupied orbital energy**: -8.7 eV
**Max |F|**: 8.77 eV Å⁻¹
**DFT total energy**: -26786.37672 eV
**Energy above the lowest of the compared OMol25 structures with the same formula, charge and spin**: 83.9 kcal/mol
**Gap between HOMO and LUMO**: 8.19 eV
**SMILES string**: N/N=C/C(=S)S